(1)
{
  "formula": "C31H44N4OP2Zr",
  "method": "ωB97M-V/def2-TZVPD",
  "e_tot_ev": -60705.185,
  "homo_energy_ha": -0.4508,
  "charge": 2,
  "homo_lumo_gap_ev": 3.67,
  "fmax_ev_per_a": 5.74,
  "elements": ["Zr", "C", "C", "C", "C", "C", "C", "C", "C", "C", "H", "H", "H", "H", "H", "H", "H", "H", "H", "H", "H", "H", "H", "H", "H", "P", "P", "N", "N", "N", "N", "C", "C", "C", "C", "C", "C", "C", "C", "C", "C", "C", "C", "C", "C", "C", "C", "C", "C", "H", "H", "H", "H", "H", "H", "H", "H", "H", "H", "H", "H", "H", "H", "H", "H", "H", "H", "H", "H", "C", "C", "C", "C", "O", "H", "H", "H", "H", "H", "H", "H", "H", "H"],
  "positions_angstrom": [[-1.2305, -1.3241, 2.4358], [-0.3675, -4.2443, -0.7387], [0.0963, -3.2400, 0.0530], [0.2825, -1.7764, -0.3807], [-0.8072, -0.6388, -0.1002], [-2.2543, -1.1017, 0.1313], [-2.7985, -2.1207, -0.6780], [-2.1547, -2.6925, -1.8423], [-1.5226, -4.1336, -1.6677], [-3.1341, -0.5915, 2.9687], [0.0038, -5.2653, -0.6236], [0.5949, -3.5518, 0.9958], [0.4604, -1.8069, -1.4781], [1.2694, -1.3929, 0.0008], [-0.4098, 0.2130, 0.5379], [-0.8532, -0.0703, -1.0414], [-2.9263, -0.2294, 0.2651], [-3.8890, -2.2197, -0.6359], [-1.3865, -2.0223, -2.2482], [-2.9357, -2.8096, -2.6228], [-2.3207, -4.8314, -1.3382], [-1.2016, -4.4459, -2.6922], [-3.8830, -1.3667, 3.2106], [-3.6474, 0.1795, 2.3438], [-2.8376, -0.1846, 3.9747], [-0.0419, 2.6994, -0.0327], [2.9845, 0.4636, -0.2450], [-0.9728, 3.1178, -1.4536], [-0.0116, 4.3712, 0.6914], [3.2631, 0.4618, -2.1323], [4.6061, 0.4829, 0.4059], [1.5402, 2.7992, -0.9371], [2.7758, 2.3277, -0.1592], [-2.3727, 3.1518, -1.3596], [-2.8775, 3.8452, -2.4380], [-1.7605, 4.2824, -3.2293], [-0.6093, 3.8444, -2.5980], [-0.4802, 4.6323, 1.9841], [-0.1585, 5.9438, 2.3336], [0.5804, 6.4963, 1.2348], [0.6115, 5.5359, 0.2324], [2.7625, -0.4996, -3.0367], [3.1284, -0.1474, -4.3418], [3.9040, 1.0673, -4.2544], [3.9559, 1.4116, -2.9007], [5.8695, 0.5978, -0.1957], [6.8140, 0.8455, 0.7957], [6.1203, 0.9103, 2.0554], [4.7753, 0.6878, 1.7960], [1.6891, 3.8131, -1.3320], [1.4059, 2.1605, -1.8196], [3.6769, 2.7892, -0.5971], [2.7195, 2.6616, 0.8923], [-2.8649, 2.6986, -0.5075], [-3.9432, 4.0153, -2.5849], [-1.7762, 4.8631, -4.1398], [0.4223, 4.0122, -2.8755], [-0.9924, 3.8646, 2.5462], [-0.4065, 6.4436, 3.2594], [1.0750, 7.4644, 1.1986], [1.0256, 5.5901, -0.7587], [2.1929, -1.3756, -2.7058], [2.8552, -0.6559, -5.2629], [4.3668, 1.6384, -5.0707], [4.4352, 2.2635, -2.4106], [5.9731, 0.5092, -1.2679], [7.8796, 0.9724, 0.6451], [6.5707, 1.0960, 3.0234], [3.9263, 0.6844, 2.4653], [-4.3019, -3.7723, 1.7519], [-3.1213, -4.2711, 2.5543], [-3.4840, -4.4793, 4.0123], [-2.4580, -5.5103, 2.0322], [-1.9736, -3.0928, 2.4699], [-4.9001, -4.5662, 1.2666], [-3.9503, -3.1746, 0.9138], [-4.9722, -3.1612, 2.3612], [-3.9416, -5.4791, 4.1440], [-2.6034, -4.4029, 4.6440], [-4.2395, -3.7707, 4.3557], [-2.1934, -5.4207, 0.9774], [-1.5411, -5.6798, 2.6045], [-3.1039, -6.3884, 2.1699]],
  "forces_ev_per_a": [[-3.3, -4.0, -2.5], [-0.2, 1.0, 1.4], [0.4, -0.8, 0.0], [0.2, 0.4, -0.1], [0.6, -0.8, -0.9], [0.3, 0.1, -0.6], [0.0, 2.8, 1.0], [0.6, -1.6, -1.0], [0.1, 0.4, -1.7], [-0.7, 0.6, 0.5], [-0.3, 0.2, 0.6], [0.3, 0.2, -0.9], [-0.3, 0.2, 0.8], [-1.0, -0.6, -0.2], [-0.5, -0.7, 0.2], [0.1, 0.2, 0.2], [0.0, -0.9, 0.5], [0.4, -0.1, 0.1], [-0.3, -0.1, 0.2], [0.4, 0.1, 0.4], [0.5, 0.3, -0.2], [-0.5, 0.0, 0.7], [0.5, 0.3, -0.3], [0.6, -0.3, 0.7], [-0.1, 0.3, -0.3], [0.0, 4.0, -0.9], [1.8, 1.8, -2.7], [-0.7, -0.4, 0.3], [0.1, -1.0, 0.5], [-0.1, -0.4, 1.1], [0.4, -0.2, 0.6], [0.6, -0.6, -0.1], [-0.4, 0.1, -0.1], [0.4, 0.3, -0.8], [0.1, -0.3, 0.6], [0.5, -0.5, 0.9], [-1.0, 0.1, -0.1], [0.5, 1.1, -0.1], [0.1, -1.2, -0.7], [-0.3, -0.9, -0.5], [0.0, 0.1, 0.9], [0.2, 0.4, -0.7], [0.0, 0.4, 1.4], [-0.4, -0.1, 1.4], [-0.1, -0.2, -0.4], [0.1, 0.2, 1.0], [-1.2, -0.2, -0.3], [-0.8, -0.2, -0.9], [1.0, 0.0, -0.6], [-0.1, -0.4, 0.4], [0.0, 0.1, 0.0], [-0.3, -0.3, 0.4], [0.2, -0.3, -0.3], [0.0, 0.1, -0.1], [0.5, 0.0, -0.2], [-0.1, -0.1, 0.1], [-0.3, -0.1, 0.0], [0.0, 0.1, -0.1], [0.1, -0.1, -0.1], [-0.4, -0.2, -0.1], [0.0, 0.1, 0.0], [0.4, 0.5, -0.1], [0.1, 0.0, 0.4], [-0.3, -0.4, 0.5], [-0.2, -0.5, -0.4], [0.0, -0.1, 0.2], [-0.3, -0.1, 0.0], [-0.2, -0.1, -0.2], [0.1, -0.1, 0.0], [-0.1, 0.2, -0.6], [-0.1, 0.1, 0.3], [-0.2, 0.3, 0.2], [0.7, 0.0, -0.3], [0.7, 1.6, 0.9], [0.4, 0.0, 0.6], [0.0, -0.1, 0.3], [0.0, -0.1, -0.2], [0.4, 0.4, -0.2], [0.0, -0.2, 0.1], [0.2, 0.1, 0.0], [0.0, 0.0, 0.1], [-0.1, -0.1, -0.1], [0.0, 0.4, -0.1]],
  "mulliken_charge": [1.663, -1.282, 0.046, 0.251, -0.728, 0.402, -1.434, -1.129, -0.655, -1.122, 0.509, 0.454, -0.364, 0.228, 0.025, 0.734, 0.472, 1.006, 0.318, 0.531, 0.391, 0.474, 0.115, 0.298, 0.612, -0.127, 0.132, 0.598, 0.483, 0.396, 0.382, -0.897, -1.226, -0.657, -0.622, -0.746, -0.217, -0.387, -0.607, -0.641, -0.263, -0.432, -0.721, -0.707, -0.400, -0.303, -0.609, -0.568, -0.380, 0.088, 0.793, 0.407, 0.722, 0.411, 0.425, 0.451, 0.464, 0.301, 0.421, 0.430, 0.359, 0.473, 0.429, 0.444, 0.440, 0.471, 0.431, 0.428, 0.301, -1.022, 1.705, -1.656, -1.501, -0.438, 0.419, -0.093, 0.381, 0.397, 0.416, 0.374, 0.154, 0.388, 0.487]
}

(2)
{
  "formula": "C23H64N2O8",
  "method": "ωB97M-V/def2-TZVPD",
  "e_tot_ev": -44227.982,
  "e_above_lowest_kcal_mol": 367.2,
  "homo_energy_ha": -0.2814,
  "homo_lumo_gap_ev": 7.94,
  "fmax_ev_per_a": 13.72,
  "elements": ["C", "C", "C", "O", "H", "H", "H", "H", "H", "H", "H", "H", "C", "C", "C", "O", "H", "H", "H", "H", "H", "H", "H", "H", "C", "C", "C", "O", "H", "H", "H", "H", "H", "H", "H", "H", "C", "C", "C", "O", "H", "H", "H", "H", "H", "H", "H", "H", "C", "C", "C", "O", "H", "H", "H", "H", "H", "H", "H", "H", "O", "H", "H", "C", "C", "C", "O", "C", "N", "H", "H", "H", "H", "H", "H", "H", "H", "H", "H", "H", "C", "C", "C", "O", "C", "N", "H", "H", "H", "H", "H", "H", "H", "H", "H", "H", "H"],
  "positions_angstrom": [[1.4237, 0.4354, -4.5992], [0.5622, 0.9360, -3.3636], [-0.9097, 1.2461, -3.6118], [0.5443, -0.0464, -2.4009], [0.8926, -0.2983, -5.2055], [2.3109, 0.0004, -4.1390], [1.7202, 1.2321, -5.2814], [1.0293, 1.8183, -2.9259], [-1.0345, 2.1371, -4.2270], [-1.4496, 1.5427, -2.7126], [-1.4098, 0.5172, -4.2495], [0.4508, 0.4209, -1.5675], [-1.9567, -1.7831, -1.2143], [-1.0301, -2.5198, -2.1212], [-0.2543, -3.6000, -1.4041], [-1.8561, -3.2324, -3.0424], [-2.7615, -1.1549, -1.5962], [-1.3159, -1.3147, -0.4672], [-2.5554, -2.5036, -0.6569], [-0.4631, -1.7136, -2.5866], [-0.9826, -4.3198, -1.0306], [0.3875, -3.1949, -0.6217], [0.4059, -4.1455, -2.0784], [-1.3119, -3.6022, -3.7414], [1.5016, 0.7051, 2.0258], [0.1039, 0.6630, 2.6329], [-0.5102, 1.8907, 3.3076], [-0.8029, 0.4106, 1.5904], [1.7713, -0.2791, 1.6427], [2.3442, 0.9878, 2.6567], [1.6025, 1.3967, 1.1894], [0.1152, -0.1213, 3.3897], [0.2242, 2.2291, 4.0385], [-1.4895, 1.7368, 3.7609], [-0.6226, 2.7688, 2.6717], [-0.8475, -0.5255, 1.3821], [-1.4141, -3.5558, 1.2367], [-1.2264, -2.2250, 1.9519], [-0.7166, -2.3405, 3.4194], [-0.2087, -1.4390, 1.2125], [-1.6301, -3.4585, 0.1728], [-2.1207, -4.1763, 1.7880], [-0.4474, -4.0347, 1.0808], [-2.1406, -1.6398, 1.8519], [-1.2642, -3.0503, 4.0394], [-0.9483, -1.3978, 3.9151], [0.2921, -2.7454, 3.5014], [0.5420, -2.0304, 1.1216], [-2.9135, 1.1057, 0.3914], [-3.5252, 1.3331, 1.7166], [-3.1467, 2.7551, 2.1156], [-4.8768, 1.1750, 1.7251], [-3.2391, 0.1594, -0.0406], [-1.8389, 1.2418, 0.2696], [-3.5475, 1.6789, -0.2850], [-3.0565, 0.6871, 2.4590], [-2.1108, 2.9494, 2.3935], [-3.7249, 2.9230, 3.0242], [-3.5214, 3.4406, 1.3555], [-5.2409, 0.3039, 1.5516], [-0.0434, 0.5497, -0.3397], [-0.0974, 0.8912, 0.5529], [0.1356, -0.3840, -0.2290], [-0.6896, 3.1803, 0.9190], [-0.1619, 3.4419, -0.5603], [0.6051, 4.7576, -0.8186], [0.8420, 4.7974, -2.2297], [0.5726, 6.0524, -2.8005], [0.6720, 2.2498, -0.8436], [-1.1374, 4.1076, 1.2763], [0.0045, 2.9067, 1.7137], [-1.4604, 2.4155, 0.8237], [-1.0308, 3.4828, -1.2172], [1.5799, 4.9010, -0.3526], [0.1154, 5.6834, -0.5168], [0.7584, 6.0157, -3.8739], [1.1999, 6.8096, -2.3301], [-0.4957, 6.2547, -2.7248], [0.0393, 1.4861, -0.6524], [1.0519, 2.2544, -1.7794], [2.0724, -1.1446, -0.3070], [2.2706, -2.5920, 0.0323], [3.7421, -2.8203, 0.3418], [3.9354, -4.2022, 0.7787], [5.3048, -4.3707, 1.2106], [1.3181, -2.9114, 1.0595], [1.1035, -0.9293, -0.7575], [2.8640, -1.0669, -1.0522], [2.2083, -0.3935, 0.4712], [1.9273, -3.1836, -0.8163], [4.1626, -2.1734, 1.1117], [4.3606, -2.7388, -0.5521], [6.0062, -4.3228, 0.3776], [5.4966, -5.3719, 1.5967], [5.7562, -3.6389, 1.8806], [1.7497, -2.4966, 1.8729], [1.4606, -3.8760, 1.3226]],
  "forces_ev_per_a": [[-0.9, 0.6, 1.1], [-0.4, -0.2, -2.3], [0.0, 1.5, -1.6], [1.5, -1.3, -1.8], [0.0, -0.2, 0.2], [0.1, -0.1, -0.3], [0.0, 0.2, 0.2], [0.2, -0.2, -1.6], [0.3, 0.4, -0.2], [0.0, -0.7, 0.2], [-0.1, -0.6, 0.7], [0.2, 0.0, -0.6], [-0.9, -0.5, 1.3], [-0.9, -0.2, -0.9], [0.7, 0.2, -0.3], [-0.5, 0.2, -0.8], [0.9, 0.4, -0.8], [-1.0, 0.3, -0.5], [-0.2, 0.0, -0.2], [0.5, -0.8, -0.3], [0.4, -0.1, -0.2], [-1.3, -0.5, -0.4], [0.0, 0.1, -0.4], [0.1, 0.0, -0.1], [0.9, 0.7, 0.8], [-0.8, 0.7, 0.6], [1.6, 0.4, 1.9], [-2.8, 6.7, 5.9], [-0.7, 0.6, 1.5], [-0.3, 0.1, 0.7], [-0.2, 0.1, -0.2], [0.0, 0.1, -0.2], [-0.1, 0.0, 0.7], [0.4, -0.6, 0.3], [-0.2, -1.4, 2.2], [-0.2, 1.0, -0.3], [0.5, -0.3, 0.2], [1.3, -1.2, -0.2], [-1.6, -0.4, -0.2], [-3.4, -4.0, 0.6], [-1.0, 0.2, 1.5], [0.0, -0.1, -0.2], [-0.5, -0.5, 1.1], [-0.1, 0.0, 0.4], [-0.5, -0.3, -0.4], [0.8, -0.1, 0.1], [0.2, 0.7, -0.1], [-0.3, -1.2, -0.6], [-1.8, -1.1, -2.5], [3.1, 0.1, 0.8], [-2.0, 0.2, 1.6], [-2.6, 0.9, 0.2], [0.6, -0.8, 0.5], [-1.9, -0.5, -0.5], [0.5, 1.0, -0.3], [0.0, -0.4, 0.2], [-1.7, -0.3, -0.4], [-0.2, 0.4, 0.2], [0.2, 0.2, 0.0], [0.7, -0.2, -0.1], [-3.0, -13.2, 2.0], [-0.4, -0.3, 1.9], [-1.4, -0.3, 0.8], [1.0, 2.2, -3.4], [1.8, 0.1, 1.5], [0.0, 0.1, -0.4], [0.0, -0.2, -0.2], [-0.2, -0.5, -0.2], [2.8, 10.0, -1.0], [-0.3, 0.1, -0.1], [1.2, 0.6, -2.9], [1.0, 1.3, 0.4], [-0.4, 0.2, -0.2], [0.2, -0.9, 0.4], [-0.9, -0.1, 0.0], [0.4, -0.1, 0.1], [-0.2, 0.4, -0.1], [-0.1, 0.5, 0.4], [0.7, 6.5, -3.9], [-0.2, 0.8, 1.0], [1.3, -0.3, -1.6], [0.6, 0.4, -0.6], [0.2, -2.2, 0.2], [1.0, 1.0, 0.9], [0.4, -0.6, -1.0], [6.5, -4.3, 1.9], [2.0, -1.5, -0.5], [-0.4, 1.1, -0.5], [0.8, -0.9, -1.3], [1.1, 0.1, -0.2], [-0.3, 0.4, 0.1], [-0.2, 0.5, -0.3], [-0.2, 0.1, -0.7], [-0.7, 0.1, 0.3], [-0.9, 0.3, 0.5], [0.3, 0.3, 0.9], [-0.5, -0.7, -0.2]],
  "mulliken_charge": [-1.517, 0.786, -1.077, -0.772, 0.318, 0.332, 0.358, 0.511, 0.473, -0.039, 0.343, 0.951, -2.252, 1.427, -2.610, -0.680, 0.738, 0.900, 0.897, 0.007, 0.223, 0.956, 0.790, 0.433, -1.161, 0.673, -2.384, 0.188, 0.090, 0.363, -0.032, 0.939, 0.643, 0.239, 0.590, 0.484, -1.161, 0.438, -1.516, -0.117, 0.031, 0.557, 0.143, 0.307, 0.481, 0.505, 0.218, -0.914, -1.296, 0.997, -1.300, -0.621, 0.535, 0.556, 0.504, -0.275, 0.167, 0.426, 0.266, 0.378, 0.772, -1.268, -1.731, -0.337, -0.331, -1.240, -0.278, -0.820, -0.686, 0.970, 0.375, -0.553, 0.028, 0.332, 0.538, 0.241, 0.309, 0.327, 1.617, 0.068, -0.899, 0.711, -1.279, -0.335, -0.847, -0.844, -0.552, 0.703, -0.338, 0.631, 0.509, 0.547, 0.346, 0.285, 0.340, 0.711, 0.539]
}